# C34H68F6N6O11V

A structure of composition C34H68F6N6O11V in a non-equilibrium geometry (ωB97M-V/def2-TZVPD, OMol25).

Output
2S+1 = 4
Energy = -4035.4808 Eh
Orbital gap (spin up / spin down) = 8.31 / 8.66 eV

Geometry as XYZ:
```
126
Properties=species:S:1:pos:R:3:forces:R:3:lowdin_spin:R:1
O 0.705120 -0.343717 1.476160 0.87 -1.04 1.34 -0.209
V 1.366510 -1.539907 2.255120 -0.53 2.23 0.05 1.149
C -0.093370 -0.766377 5.389540 1.04 -0.73 -2.38 0.001
O -1.485930 -0.972187 5.171000 0.83 1.37 -0.01 0.000
O 0.512190 -1.453717 4.352840 0.77 0.01 -0.19 0.009
C 0.579080 0.695103 5.476970 -0.04 -0.35 -0.47 0.000
F 0.779130 1.376183 4.320030 -0.69 -0.74 0.27 0.000
F -0.017170 1.529753 6.324080 -1.29 0.56 0.34 0.000
F 1.784250 0.543733 6.012520 0.91 -0.77 0.02 0.000
C -2.430720 -0.321017 6.003440 -1.07 -2.07 -0.61 0.000
C -3.768200 -0.873037 5.371530 0.86 1.63 1.74 0.000
H -3.743750 -1.960257 5.297700 0.51 0.14 -0.47 0.000
H -4.478100 -0.744997 6.188680 -0.78 0.59 -0.58 0.000
H -3.933480 -0.315757 4.449460 -0.62 -0.46 0.07 0.000
H -2.232200 0.747033 6.092620 -0.61 0.05 -0.41 0.000
H -2.465950 -0.740297 7.008960 0.69 -0.02 0.38 0.000
H 0.107210 -1.224227 6.358170 0.42 0.12 0.46 0.000
C 4.497460 0.075243 2.574790 -3.92 0.56 -1.29 0.000
O 4.630960 0.166413 1.131750 1.28 0.03 -0.14 0.001
O 3.373380 -0.827187 2.764400 1.40 -0.10 0.55 0.032
C 5.935690 -0.217847 3.229910 0.29 -3.02 -0.58 -0.001
F 6.955090 0.599953 2.773890 -1.88 0.31 1.95 0.000
F 5.991750 -0.616407 4.609300 -0.37 2.79 -2.06 0.000
F 6.311360 -1.371047 2.706990 0.25 -1.75 -1.17 0.000
C 3.900760 1.171523 0.391860 0.52 0.45 -0.10 0.000
C 3.939650 0.948333 -1.147200 -0.96 -0.67 1.28 0.000
H 4.924750 1.018033 -1.608530 -0.09 -0.20 0.20 0.000
H 3.419040 0.006423 -1.320000 0.50 -0.41 -0.32 0.000
H 3.254360 1.658823 -1.609460 0.21 0.43 0.08 0.000
H 4.326400 2.167083 0.517480 0.38 0.12 0.57 0.000
H 2.869530 1.258133 0.734150 -0.14 -0.44 0.04 0.000
H 4.200850 1.071493 2.902860 -0.04 0.16 0.42 0.001
C -1.771340 -0.574907 -6.948240 0.03 0.57 -0.93 0.018
C -2.626410 -0.776837 -5.659010 1.87 -2.77 -0.26 0.026
C -1.654800 -1.394237 -4.607740 1.07 -1.57 -1.10 -0.001
C -0.798620 -0.522197 -3.839730 0.82 3.95 2.22 0.000
C -1.598210 0.597873 -3.174470 -0.99 -0.53 0.00 0.000
C -2.519750 1.385083 -4.199850 0.50 0.65 1.14 0.017
N -3.203710 0.436143 -5.170020 -3.10 3.23 -2.64 0.344
O -4.121770 1.030563 -6.105840 3.48 -1.99 3.78 0.564
C -3.561900 2.116893 -3.330810 0.31 -0.87 -0.19 0.005
C -1.622960 2.503003 -4.810600 -0.10 -1.18 -0.04 0.014
C -3.651710 -1.939437 -5.939900 -0.24 1.75 -1.09 0.008
H -2.216480 -0.055687 -7.796980 -0.96 0.28 0.43 0.002
H -1.480950 -1.498977 -7.448100 0.09 -0.43 0.66 0.001
H -0.866280 0.019693 -6.824040 0.19 -0.13 0.64 0.000
H -2.048480 -2.199947 -3.988100 -0.65 0.27 0.02 0.000
H -0.799580 -1.841167 -5.114640 -0.78 -1.15 -1.12 0.000
H -0.055760 0.028943 -4.416360 -0.03 -0.11 -0.89 0.000
H -0.112960 -0.964657 -3.117100 -0.49 -0.71 0.27 0.000
H -0.978560 1.231813 -2.540240 0.18 0.60 -0.67 0.000
H -2.259560 0.206623 -2.401400 -0.35 -0.57 -0.10 0.000
H -4.042620 1.374803 -2.693380 -0.81 0.01 -0.44 0.000
H -3.046500 2.713993 -2.578530 0.15 0.42 -0.42 0.000
H -4.202530 2.709113 -3.984230 -0.30 -0.09 0.45 -0.001
H -1.289980 3.059573 -3.934560 0.21 0.13 -0.19 0.001
H -0.773870 1.984943 -5.256430 0.23 0.46 -0.28 0.000
H -2.087240 3.197313 -5.510940 -0.20 -0.33 -0.04 0.001
H -3.231970 -2.878227 -6.301250 0.67 0.05 0.71 0.000
H -4.146510 -1.604377 -6.851500 -0.83 0.08 0.26 0.000
H -4.347910 -2.077737 -5.112690 0.04 -0.02 -0.14 0.000
C -0.088520 7.742783 0.002630 0.44 1.47 3.16 0.001
C -0.078440 6.315353 -0.397460 1.52 -1.15 -3.04 0.023
C 1.387180 5.813193 -0.622790 0.64 0.26 -0.03 0.003
C 1.565770 4.328253 -0.945620 -0.12 1.29 -0.23 0.000
C 0.995720 3.606313 0.203060 -0.39 -1.67 0.46 0.000
C -0.492280 3.906583 0.529820 0.24 0.34 1.57 0.020
N -0.792450 5.379643 0.497880 -3.39 2.17 1.61 0.383
O -2.004360 5.879333 1.063290 4.66 -2.24 -2.28 0.526
C -1.425370 3.144713 -0.422220 0.17 1.23 0.16 0.016
C -0.747910 3.425213 1.948470 -1.12 -0.55 1.39 0.005
C -0.689460 6.287133 -1.806120 -2.09 0.38 -0.60 0.020
H 0.219590 7.787063 1.047240 -0.41 -0.41 0.74 0.000
H -1.030400 8.290683 0.030430 -0.13 -0.42 -0.55 -0.001
H 0.714760 8.426503 -0.271900 0.00 -0.47 -1.56 0.000
H 1.927000 6.309253 -1.429410 -0.75 0.78 -0.25 0.000
H 2.011150 6.078113 0.230780 -0.08 -0.29 0.49 0.000
H 2.636470 4.177813 -1.083670 0.05 -0.33 0.19 0.000
H 1.110140 4.039633 -1.892830 -0.22 0.17 -0.11 0.000
H 1.688200 3.693853 1.040260 -0.41 0.44 0.43 0.000
H 0.993450 2.532613 0.015280 -0.04 -0.30 -0.02 -0.001
H -2.418210 3.567203 -0.267720 -0.10 -0.07 -0.23 0.001
H -1.045690 3.419353 -1.406350 -0.46 -0.56 -0.38 0.000
H -1.474260 2.072863 -0.230230 0.38 0.07 -0.10 0.002
H -0.286690 3.887803 2.821050 1.05 0.39 -0.61 0.000
H -1.772470 3.557913 2.295970 -0.50 0.04 -0.78 -0.001
H -0.586890 2.351973 2.050080 0.34 -0.08 -0.27 0.000
H -0.685880 5.378123 -2.407610 0.21 -0.30 0.46 0.000
H -0.425140 7.080633 -2.505110 1.02 0.17 0.38 0.002
H -1.730870 6.573113 -1.658560 -0.46 -0.45 0.03 0.001
O -0.720250 -2.551987 1.845090 0.30 0.01 -0.13 0.006
C -1.944520 -2.698037 1.760160 1.46 0.50 0.28 0.001
N -2.737780 -2.510377 2.805460 -0.49 -0.33 0.13 0.000
C -2.559340 -3.027377 0.456700 0.66 -1.08 -0.14 0.000
H -3.639770 -2.963687 2.773570 0.06 0.40 0.34 0.000
H -2.279860 -2.241997 3.664760 -0.10 0.04 0.34 0.000
H -3.068980 -2.150447 0.057500 -0.07 -0.35 -0.22 0.000
H -3.140890 -3.943617 0.558670 -0.69 0.33 -0.07 0.000
H -1.692430 -3.369897 -0.108310 -0.20 0.53 -0.64 0.000
O -2.278860 -6.408267 0.593150 -1.23 0.36 1.65 0.000
C -1.370000 -6.333167 -0.180530 0.22 -1.36 0.93 0.000
N -1.457440 -6.726767 -1.424170 -0.56 -0.27 -4.03 0.000
C 0.050190 -6.091537 0.109690 -0.11 1.37 2.05 0.000
H -2.319030 -7.068077 -1.825770 -0.13 0.37 0.17 0.000
H -0.876220 -6.142797 -2.008340 -0.04 -0.68 -0.63 0.000
H 0.641920 -6.959897 -0.179980 0.17 0.50 -0.02 0.000
H 0.008890 -5.909817 1.183640 0.88 -0.05 0.10 0.000
H 0.266780 -5.124077 -0.343310 0.83 -0.13 -0.17 0.000
O 1.917470 -2.181267 0.162000 -2.41 0.38 -1.04 0.003
C 2.738800 -2.844197 -0.486980 -0.60 0.59 0.72 0.001
N 3.744240 -3.175237 0.256900 3.37 -1.76 -0.29 0.003
C 2.667030 -3.153717 -1.997820 -0.80 1.29 1.18 0.000
H 4.612930 -3.487767 -0.152730 -0.09 -0.14 0.22 0.000
H 3.762110 -2.818397 1.201590 0.15 0.21 0.07 0.000
H 3.633270 -3.322947 -2.473040 -0.19 -0.13 0.18 0.000
H 2.215620 -2.219797 -2.332660 0.33 0.17 -0.53 0.000
H 1.894050 -3.871817 -2.271560 0.36 -0.43 0.37 0.000
O 1.704680 -3.790617 2.514860 -0.37 2.01 -1.24 0.002
C 1.884470 -4.413817 3.545500 1.75 -1.19 1.56 0.000
N 1.253870 -4.175697 4.691480 -0.10 -0.32 -0.26 0.000
C 3.040460 -5.396377 3.572210 -1.11 -0.76 0.66 0.000
H 1.249770 -4.813527 5.474590 0.37 0.31 -0.26 0.000
H 0.835290 -3.257447 4.732720 -0.87 0.78 0.26 0.000
H 2.923100 -6.078937 2.730520 0.56 0.24 -0.16 0.000
H 2.989010 -5.994047 4.482290 0.03 -0.12 0.03 0.000
H 3.980540 -4.848777 3.639170 -0.09 0.03 -0.52 0.000
```
Positions in Å, forces in eV/Å.